{"formula": "C2H4N3", "method": "ωB97M-V with the def2-TZVPD basis set", "total_charge": 1, "relative_energy_kj_mol": 462.6, "largest_force_ev_per_a": 5.53, "elements": ["C", "C", "N", "N", "N", "H", "H", "H", "H"], "positions_angstrom": [[1.374, -0.303, 0.039], [-0.347, 0.727, 0.124], [2.520, -0.322, 0.224], [0.147, -0.680, 0.150], [-0.937, -0.362, -0.621], [-0.701, 0.922, 1.120], [0.031, 1.483, -0.405], [3.287, 0.214, 0.584], [-1.823, -0.638, -0.287]]}

---

{"formula": "C6H9N", "method": "ωB97M-V with the def2-TZVPD basis set", "total_charge": 0, "relative_energy_kj_mol": 103.7, "largest_force_ev_per_a": 1.07, "elements": ["C", "C", "C", "C", "C", "C", "N", "H", "H", "H", "H", "H", "H", "H", "H", "H"], "positions_angstrom": [[1.320, -0.645, 1.023], [1.068, 0.145, -0.238], [-0.209, 0.009, -1.030], [-1.380, -0.897, -0.654], [0.099, 1.304, -0.268], [-0.738, 1.597, 0.867], [-1.474, 1.794, 1.740], [0.456, -0.623, 1.695], [1.536, -1.686, 0.764], [2.178, -0.250, 1.578], [1.970, 0.345, -0.817], [-0.133, 0.134, -2.108], [-2.314, -0.327, -0.595], [-1.521, -1.662, -1.427], [-1.264, -1.427, 0.297], [0.405, 2.187, -0.827]]}

---

no.,gap between HOMO and LUMO (eV)
1,11.225
2,11.247